Molecular formula: C29H32N4O3V
Method: DFT, ωB97M-V with the def2-TZVPD basis set

The geometry in XYZ format:
```
69
Properties=species:S:1:pos:R:3:forces:R:3
V -0.06620 -0.38474 -0.19447 0.04 -0.07 0.01
C 0.63592 -2.51727 -3.74515 0.02 0.00 0.00
C -0.00243 -1.17911 -3.98484 -0.01 0.04 -0.01
C -0.78005 -0.95069 -5.11376 0.01 -0.02 0.01
C -1.39288 0.27421 -5.32249 -0.01 -0.01 -0.02
C -1.23834 1.29591 -4.40029 0.01 0.02 0.03
C -0.45982 1.11079 -3.26431 -0.02 -0.01 -0.01
C -0.27729 2.22476 -2.26590 -0.01 0.02 0.01
C 0.15947 -0.13000 -3.07582 -0.02 -0.06 -0.03
N 0.90436 -0.31113 -1.86849 0.00 0.06 0.03
C 2.28029 -0.39310 -1.88800 -0.05 -0.01 0.06
O 3.00775 -0.49079 -2.84643 0.02 0.00 0.00
C 2.81342 -0.28511 -0.46861 -0.02 -0.02 -0.09
C 4.12439 -0.16192 -0.05144 0.00 0.00 0.01
C 4.34896 0.10354 1.29888 -0.02 0.00 0.00
C 3.28528 0.30374 2.17912 0.01 0.00 -0.02
C 2.00563 0.18850 1.67100 -0.07 0.01 0.05
N 1.82650 -0.16130 0.40586 0.10 -0.01 0.05
C 0.69288 0.58491 2.33151 -0.01 0.00 -0.05
O 0.58515 0.69670 3.52840 0.02 0.00 0.02
N -0.26784 0.79025 1.35562 -0.02 0.02 -0.01
C -1.45614 1.53300 1.60397 0.02 0.01 0.02
C -1.45396 2.73669 2.32313 -0.02 -0.01 -0.02
C -0.20171 3.37173 2.85542 0.01 0.01 0.00
C -2.66756 3.40092 2.48489 0.01 0.00 0.01
C -3.84173 2.93330 1.92396 -0.01 0.00 0.00
C -3.81345 1.78990 1.14342 0.01 0.00 -0.01
C -2.62817 1.09226 0.97152 -0.02 0.02 0.01
C -2.60228 -0.11468 0.07296 0.02 0.02 -0.05
H 0.35761 -3.22121 -4.52706 0.00 0.00 0.00
H 0.31264 -2.93743 -2.78855 0.00 0.00 0.00
H 1.72383 -2.43442 -3.72823 -0.01 0.00 0.00
H -0.90742 -1.74793 -5.83550 0.00 0.00 0.00
H -1.99478 0.43287 -6.20739 0.00 0.00 0.00
H -1.71693 2.25303 -4.56611 0.00 0.00 0.00
H -0.73596 3.14230 -2.63018 0.00 0.00 0.00
H 0.77796 2.42464 -2.07369 0.00 0.00 0.00
H -0.75209 2.01818 -1.29593 0.01 0.00 0.00
H 4.92821 -0.24190 -0.76988 0.01 0.00 0.01
H 5.36395 0.20434 1.66013 0.00 0.00 0.00
H 3.43287 0.58036 3.21360 0.01 0.00 0.00
H 0.63761 3.23089 2.17004 0.00 0.00 0.00
H 0.08779 2.95021 3.81722 0.00 0.00 0.00
H -0.35489 4.44262 2.97700 0.00 0.00 -0.01
H -2.67650 4.32477 3.05010 0.00 0.00 0.00
H -4.76728 3.47417 2.06610 0.00 0.00 0.00
H -4.71512 1.43672 0.65822 0.00 0.00 0.00
H -3.59963 -0.37853 -0.27449 0.00 -0.01 0.01
H -2.21500 -1.00616 0.57772 -0.01 -0.02 0.01
H -2.06952 0.07666 -0.89074 0.01 -0.01 0.03
O -0.23946 -2.23427 0.45001 -0.07 0.03 -0.07
C 0.44142 -3.28506 0.64706 0.04 0.02 0.02
C 1.69095 -3.57456 -0.12214 0.01 -0.04 0.00
C 2.94612 -3.55843 0.76767 0.00 0.01 0.00
C 3.16200 -4.84385 1.56079 0.00 0.00 0.00
C 2.06643 -5.17526 2.56997 0.01 0.00 0.00
C 0.69139 -5.38298 1.94869 -0.02 0.00 -0.02
N 0.02920 -4.12920 1.56602 -0.01 0.01 0.01
H 1.75987 -2.83692 -0.91829 0.00 0.01 0.00
H 1.58973 -4.55470 -0.59933 0.01 0.01 0.00
H 2.90519 -2.69801 1.44423 0.00 0.00 -0.01
H 3.80457 -3.39822 0.11450 0.00 0.00 0.00
H 4.11539 -4.77289 2.08643 0.00 -0.01 0.00
H 3.26178 -5.67754 0.85804 0.00 0.00 0.00
H 1.99633 -4.39627 3.33468 0.00 0.00 0.00
H 2.33385 -6.09743 3.08859 0.00 0.00 0.00
H 0.02141 -5.86583 2.65619 0.01 0.00 0.01
H 0.75244 -6.03272 1.07242 0.00 0.00 0.00
H -0.80197 -3.85160 2.07012 0.00 -0.01 0.00
```
Positions in Å, forces in eV/Å.

LUMO (alpha / beta): -3.44 / -3.51 eV
Multiplicity: 3
E_HOMO (alpha / beta): -10.9 / -11.0 eV
Total charge: +1
Orbital gap (alpha / beta): 0.2746 / 0.2734 Eh

natural (NBO) population analysis, charges in e, atoms 1 to 4: V 1.5370; C -0.6341; C -0.0220; C -0.1958


Molecular formula: C5H12N3
Method: DFT, ωB97M-V with the def2-TZVPD basis set

The geometry in XYZ format:
```
20
Properties=species:S:1:pos:R:3:forces:R:3
C -0.67315 -1.22631 0.23003 2.39 0.96 -0.65
C 1.47807 -0.11598 0.09335 2.72 0.71 -1.29
C 1.68241 0.08944 -1.36904 -1.52 1.28 -1.14
C 2.37589 0.49616 1.14020 -0.68 -2.79 -0.27
C -3.07161 -0.59483 0.18425 -0.94 -1.20 -1.60
N 0.53674 -0.81686 0.42908 -2.39 -2.15 1.92
N -1.61649 -0.35997 0.11811 -2.54 4.91 -0.88
N -1.06898 1.36977 -0.03990 0.41 -4.72 0.01
H -0.79456 -2.26736 0.05814 -0.76 -0.90 0.39
H 1.64164 1.20364 -1.58608 0.57 -1.31 0.13
H 0.84775 -0.36945 -1.96260 0.53 0.45 0.73
H 2.55604 -0.41420 -1.74362 0.80 0.28 0.08
H 3.26819 0.84032 0.75223 1.44 1.59 -1.09
H 2.75135 -0.24834 1.85935 -0.87 0.09 0.05
H 1.68922 1.17008 1.55772 -0.18 1.49 1.16
H -3.32096 -1.66430 0.29475 0.81 0.15 0.34
H -3.58778 -0.09916 0.97300 0.24 0.63 0.89
H -3.70867 -0.39838 -0.72611 1.45 0.47 0.37
H -1.24618 1.66492 0.89531 -0.71 0.50 0.58
H -1.59928 1.82215 -0.77643 -0.79 -0.44 0.24
```
Positions in Å, forces in eV/Å.

Relative energy (zero: lowest compared OMol25 entry of this formula, charge and spin): 4.218 eV
LUMO: -4.14 eV
E_HOMO: -13.8 eV
Total charge: +1
Orbital gap: 0.3565 Eh

natural (NBO) population analysis, charges in e, atoms 1 to 4: C 0.3320; C 0.4927; C -0.6880; C -0.6690


Molecular formula: C14H16N2OS2
Method: DFT, ωB97M-V with the def2-TZVPD basis set

The geometry in XYZ format:
```
35
Properties=species:S:1:pos:R:3:forces:R:3
C 0.24720 1.18695 -3.91878 0.08 0.08 0.04
C 1.04038 1.53247 -2.65662 -0.26 -0.10 0.08
C 0.74928 0.53533 -1.56183 -0.52 0.96 0.00
N -0.19218 0.61301 -0.69933 0.52 -0.62 0.01
N -1.06343 1.62545 -0.62577 0.21 0.88 -0.88
C -2.03790 1.62226 0.33575 -0.05 -0.12 0.02
O -2.79607 2.55742 0.46091 -0.05 0.05 0.06
C -2.03123 0.38163 1.15659 -0.38 -0.40 0.23
C -2.59944 -0.78645 0.76206 -0.06 -0.15 0.27
S -2.37315 -2.02995 1.92336 0.21 0.61 0.04
C -1.48512 -0.96136 2.95976 -0.26 -0.16 -0.35
C -0.93163 -1.45251 4.25204 0.04 0.06 0.02
C -1.38892 0.28907 2.42515 -0.06 -0.13 0.02
C -0.67193 1.43804 3.05446 0.02 -0.09 -0.05
C 1.55477 -0.65516 -1.45890 0.42 -0.87 0.29
C 2.58071 -1.10715 -2.24802 -0.42 0.41 0.15
C 3.10424 -2.33836 -1.81192 0.09 -0.38 0.20
C 2.47624 -2.80777 -0.70036 -0.20 0.22 0.05
S 1.22724 -1.76172 -0.15930 0.33 0.00 -0.43
H -0.82188 1.18893 -3.71518 -0.09 -0.01 -0.02
H 0.45097 1.91116 -4.70419 -0.02 0.02 -0.10
H 0.52215 0.19758 -4.27699 -0.02 -0.07 -0.06
H 0.77969 2.54015 -2.32085 0.12 -0.01 0.01
H 2.10797 1.52732 -2.87651 -0.01 0.07 0.07
H -1.01417 2.43512 -1.24626 -0.06 -0.21 0.23
H -3.14330 -0.99101 -0.13800 -0.08 0.01 -0.26
H -1.31952 -0.86585 5.08519 0.00 -0.03 0.08
H -1.20233 -2.49354 4.40560 0.04 -0.07 0.13
H 0.15528 -1.37022 4.25708 0.05 -0.05 0.07
H -1.18240 2.36946 2.81902 0.02 0.11 0.07
H -0.62501 1.32230 4.13419 0.04 0.07 0.09
H 0.34743 1.49896 2.67081 0.10 0.08 0.03
H 2.94866 -0.58706 -3.11413 0.03 0.16 -0.16
H 3.91177 -2.84998 -2.30455 0.13 -0.11 -0.06
H 2.67562 -3.71450 -0.16451 0.08 -0.21 0.09
```
Positions in Å, forces in eV/Å.

Relative energy (zero: lowest compared OMol25 entry of this formula, charge and spin): 1.001 eV
LUMO: 0.36 eV
E_HOMO: -8.2 eV
SMILES: CC/C(=N\NC(=O)c1csc(C)c1C)c1cccs1
Orbital gap: 0.3136 Eh

natural (NBO) population analysis, charges in e, atoms 1 to 4: C -0.5978; C -0.4592; C 0.2095; N -0.2351